Formula: C25H16CrN2O7
Source: the Open Molecules 2025 dataset
Level of theory: ωB97M-V/def2-TZVPD

Each line ends with the Löwdin spin population.
Positions of all 51 atoms, in Å:
O1 2.60 -5.85 -0.83  0.187
N1 3.51 -5.32 -1.52  0.182
O2 4.15 -5.92 -2.40  0.176
C1 3.82 -3.94 -1.30  0.095
C2 4.79 -3.33 -2.11  0.215
C3 5.00 -1.96 -1.99  0.015
C4 4.26 -1.19 -1.09  0.232
C5 3.22 -1.79 -0.29  0.085
C6 2.35 -0.97 0.52  0.304
N2 1.69 -1.52 1.62  0.087
O3 1.31 -0.76 2.57  0.167
O4 1.44 -2.76 1.66  0.056
C7 3.08 -3.19 -0.37  0.155
H1 5.32 -3.95 -2.83  0.015
H2 5.76 -1.49 -2.63  -0.005
H3 4.45 -0.12 -0.99  0.013
H4 2.61 0.09 0.62  0.007
H5 2.35 -3.64 0.30  0.012
O5 -5.00 4.85 0.35  -0.003
C8 -4.52 4.05 1.04  -0.003
Cr1 -3.92 2.53 2.00  0.073
C9 -3.92 1.70 0.31  0.001
O6 -4.01 1.27 -0.76  -0.003
C10 -5.76 2.06 2.06  -0.002
O7 -6.89 1.84 1.92  -0.002
C11 -3.54 3.32 4.00  0.006
C12 -2.58 3.82 3.10  -0.004
C13 -1.86 2.94 2.28  0.018
C14 -2.02 1.54 2.40  0.023
C15 -1.34 0.64 1.45  0.202
C16 -0.69 -0.02 0.64  0.030
C17 -0.08 -0.84 -0.29  0.363
C18 0.21 -0.33 -1.59  0.018
C19 0.61 -1.19 -2.65  0.086
C20 0.99 -0.66 -3.88  -0.010
C21 0.96 0.72 -4.10  0.098
C22 0.51 1.57 -3.10  -0.010
C23 0.11 1.06 -1.86  0.086
C24 -3.04 1.07 3.25  0.015
C25 -3.75 1.94 4.07  -0.003
H6 -4.12 4.01 4.61  0.000
H7 -2.42 4.89 3.01  0.000
H8 -1.17 3.32 1.52  0.000
H9 -0.12 -1.93 -0.18  0.012
H10 0.63 -2.26 -2.47  0.004
H11 1.33 -1.33 -4.67  -0.003
H12 1.29 1.13 -5.06  0.006
H13 0.48 2.65 -3.25  -0.003
H14 -0.28 1.71 -1.07  0.005
H15 -3.27 0.00 3.24  0.000
H16 -4.52 1.55 4.75  0.000

Properties
Expectation value of S²: 3.85
Net charge: -1
LUMO level (spin up / spin down) (eV): 1.824 / 0.026
F_max (eV Å⁻¹): 3.1
Electronic energy (a.u.): -2642.65254
Multiplicity: 4

---

Formula: C2H4Br2S
Source: the Open Molecules 2025 dataset
Level of theory: ωB97M-V/def2-TZVPD

Each line ends with the Löwdin charge.
Positions of all 9 atoms, in Å:
C1 -1.06 0.35 -2.21  -0.598
C2 1.03 -0.18 1.63  -1.100
S1 -2.37 0.95 -1.47  0.557
Br1 -0.50 -1.17 1.01  0.544
Br2 1.55 -0.70 3.45  0.507
H1 -0.31 1.01 -2.55  -0.028
H2 -1.06 -0.79 -2.38  0.029
H3 2.02 -0.38 0.93  0.072
H4 0.72 0.91 1.59  0.017

Properties
LUMO level (eV): -0.486
F_max (eV Å⁻¹): 3.4
Electronic energy (a.u.): -5624.74823
Multiplicity: 1

---

Formula: C37H69Br15O16S8
Source: the Open Molecules 2025 dataset
Level of theory: ωB97M-V/def2-TZVPD

Each line ends with the Löwdin charge.
Positions of all 145 atoms, in Å:
C1 2.63 5.11 3.93  -1.416
Br1 4.72 5.31 3.75  0.444
Br2 2.05 3.25 3.47  0.571
Br3 1.70 6.59 3.04  0.545
H1 2.39 5.22 4.99  -0.037
C2 6.37 0.67 0.87  -1.378
Br4 6.67 0.51 2.84  0.548
Br5 7.46 -0.82 0.02  0.526
Br6 6.72 2.55 0.16  0.489
H2 5.32 0.41 0.71  -0.063
C3 3.49 4.99 -0.86  -1.507
Br7 3.57 3.25 -1.84  0.600
Br8 2.10 6.15 -1.60  0.566
Br9 5.19 5.92 -0.74  0.557
H3 3.20 4.71 0.16  -0.040
C4 2.93 -2.16 -3.09  -1.407
Br10 3.53 -4.07 -2.91  0.588
Br11 2.42 -1.77 -4.93  0.626
Br12 4.48 -0.97 -2.53  0.483
H4 2.08 -1.92 -2.44  -0.059
C5 -3.12 3.25 4.37  -1.456
Br13 -4.83 2.79 3.48  0.549
Br14 -3.37 4.09 6.12  0.574
Br15 -2.13 4.47 3.06  0.483
H5 -2.58 2.31 4.40  -0.043
C6 5.73 -3.38 2.21  -0.212
C7 4.83 -3.17 0.99  -0.251
C8 3.49 -3.85 1.29  -0.207
S1 3.08 -3.52 3.09  0.740
O1 2.87 -4.86 3.69  -0.361
O2 2.14 -2.44 3.25  -0.348
C9 4.86 -2.90 3.39  -0.192
H6 6.62 -2.78 2.02  0.057
H7 6.09 -4.38 2.47  0.117
H8 5.25 -3.52 0.05  0.106
H9 4.60 -2.11 0.92  0.077
H10 3.88 -4.86 1.18  0.101
H11 2.66 -3.71 0.61  0.074
H12 5.13 -3.04 4.44  0.096
H13 4.80 -1.81 3.34  0.046
C10 -3.10 6.13 -1.76  -0.208
C11 -2.01 5.54 -2.71  -0.200
C12 -2.66 4.24 -3.21  -0.201
S2 -3.69 3.52 -1.83  0.704
O3 -3.04 2.32 -1.35  -0.348
O4 -5.09 3.54 -2.27  -0.343
C13 -3.44 4.99 -0.74  -0.198
H14 -3.95 6.52 -2.32  0.116
H15 -2.58 6.94 -1.26  0.108
H16 -1.07 5.45 -2.16  0.084
H17 -1.78 6.16 -3.58  0.116
H18 -2.10 3.48 -3.75  0.081
H19 -3.46 4.47 -3.91  0.097
H20 -2.54 4.86 -0.13  0.069
H21 -4.31 5.25 -0.14  0.102
C14 0.06 -2.64 7.11  -0.150
C15 -1.41 -2.29 7.65  -0.178
C16 -2.33 -2.43 6.44  -0.214
S3 -1.40 -1.76 4.98  0.696
O5 -1.39 -0.31 5.03  -0.341
O6 -1.75 -2.43 3.70  -0.353
C17 0.16 -2.35 5.57  -0.237
H22 0.40 -3.66 7.24  0.106
H23 0.86 -2.10 7.63  0.102
H24 -1.57 -1.33 8.15  0.108
H25 -1.67 -3.02 8.41  0.104
H26 -3.29 -1.91 6.44  0.102
H27 -2.48 -3.47 6.17  0.103
H28 0.90 -1.70 5.11  0.087
H29 0.24 -3.33 5.09  0.093
C18 3.29 2.23 -5.56  -0.282
C19 3.31 2.81 -6.91  -0.239
C20 2.16 3.83 -7.05  -0.174
S4 0.83 3.44 -5.74  0.727
O7 -0.39 2.85 -6.28  -0.352
O8 0.69 4.60 -4.86  -0.362
C21 1.89 2.05 -5.04  -0.221
H30 3.87 2.96 -5.00  0.096
H31 3.79 1.26 -5.49  0.108
H32 3.22 2.04 -7.68  0.116
H33 4.24 3.31 -7.16  0.120
H34 1.69 3.85 -8.03  0.094
H35 2.58 4.83 -6.90  0.096
H36 1.75 1.09 -5.54  0.062
H37 1.80 1.93 -3.96  0.066
C22 -2.98 0.22 -4.76  -0.229
C23 -3.49 -0.46 -3.53  -0.218
C24 -2.33 -0.76 -2.55  -0.198
S5 -0.92 -1.09 -3.65  0.672
O9 -0.68 -2.53 -3.71  -0.353
O10 0.14 -0.23 -3.20  -0.377
C25 -1.73 -0.47 -5.24  -0.172
H38 -2.66 1.22 -4.46  0.102
H39 -3.73 0.32 -5.54  0.128
H40 -3.96 -1.40 -3.82  0.123
H41 -4.33 0.06 -3.08  0.105
H42 -2.55 -1.63 -1.93  0.076
H43 -2.00 -0.03 -1.81  0.074
H44 -1.90 -1.29 -5.94  0.107
H45 -0.99 0.19 -5.69  0.080
C26 -4.62 -0.56 1.84  -0.199
C27 -4.88 0.02 0.44  -0.232
C28 -5.87 -0.94 -0.28  -0.208
S6 -5.25 -2.62 0.15  0.721
O11 -4.26 -3.07 -0.83  -0.349
O12 -6.45 -3.42 0.40  -0.344
C29 -4.38 -2.10 1.70  -0.186
H46 -5.59 -0.35 2.31  0.108
H47 -3.75 -0.04 2.24  0.085
H48 -4.08 0.11 -0.29  0.078
H49 -5.29 1.03 0.41  0.105
H50 -5.97 -0.78 -1.35  0.095
H51 -6.88 -0.85 0.12  0.097
H52 -3.31 -2.33 1.70  0.073
H53 -4.86 -2.79 2.38  0.093
C30 -0.43 -4.59 1.57  -0.178
C31 -1.05 -4.21 0.23  -0.219
C32 -0.13 -4.65 -0.93  -0.216
S7 0.67 -6.21 -0.41  0.685
O13 2.09 -6.05 -0.61  -0.387
O14 -0.04 -7.34 -0.96  -0.326
C33 0.27 -5.99 1.42  -0.164
H54 -1.12 -4.44 2.40  0.096
H55 0.41 -3.89 1.64  0.082
H56 -1.34 -3.18 -0.01  0.100
H57 -1.98 -4.72 0.00  0.108
H58 0.64 -3.90 -1.07  0.067
H59 -0.48 -4.79 -1.95  0.102
H60 1.22 -6.16 1.94  0.078
H61 -0.43 -6.78 1.67  0.091
C34 -0.80 0.87 1.35  -0.218
C35 -0.03 1.94 0.57  -0.218
C36 1.23 1.41 -0.16  -0.202
S8 1.66 -0.21 0.64  0.701
O15 2.90 -0.06 1.35  -0.348
O16 1.37 -1.42 -0.13  -0.332
C37 0.30 0.02 1.89  -0.225
H62 -1.47 0.33 0.68  0.108
H63 -1.38 1.40 2.09  0.099
H64 0.08 2.72 1.32  0.050
H65 -0.69 2.36 -0.18  0.093
H66 2.11 2.02 0.05  0.019
H67 1.15 1.24 -1.24  0.072
H68 0.68 0.49 2.79  0.087
H69 -0.10 -0.94 2.24  0.081

Properties
LUMO level (eV): -1.160
F_max (eV Å⁻¹): 4.1
Electronic energy (a.u.): -44450.51721
Multiplicity: 1

---

Formula: H3N3O2S
Source: the Open Molecules 2025 dataset
Level of theory: ωB97M-V/def2-TZVPD

Each line ends with the Löwdin charge.
Positions of all 9 atoms, in Å:
N1 0.06 0.20 -0.11  -0.243
N2 -2.07 -0.59 -0.14  0.002
N3 -0.85 -0.88 -0.38  -0.091
O1 1.97 -0.62 1.00  -0.462
O2 2.16 1.38 -0.45  -0.345
S1 1.66 -0.18 -0.30  0.727
H1 -2.83 -1.33 -0.40  0.166
H2 -2.32 0.37 0.23  0.141
H3 2.21 1.65 0.55  0.106

Properties
LUMO level (eV): -0.068
F_max (eV Å⁻¹): 7.4
Electronic energy (a.u.): -714.61287
Multiplicity: 1

---

Formula: C2H7N3O
Source: the Open Molecules 2025 dataset
Level of theory: ωB97M-V/def2-TZVPD

Each line ends with the Löwdin charge.
Positions of all 13 atoms, in Å:
C1 -0.94 0.39 0.49  -0.555
N1 -1.30 0.49 -0.78  0.087
N2 -1.22 -0.71 1.24  0.163
C2 2.07 -0.45 -1.08  -0.278
O1 -0.58 1.50 1.15  0.122
N3 0.86 -0.73 -0.89  -0.129
H1 -0.58 1.33 2.10  0.126
H2 -0.44 -1.03 1.79  0.115
H3 -1.28 1.46 -1.08  0.097
H4 -0.37 -0.10 -1.31  0.087
H5 -1.58 -1.46 0.67  0.113
H6 2.67 -0.83 -1.93  0.026
H7 2.68 0.14 -0.37  0.027

Properties
LUMO level (spin up / spin down) (eV): 0.376 / 0.376
F_max (eV Å⁻¹): 1.3
Electronic energy (a.u.): -319.80082
Multiplicity: 1

---

Formula: C9H13CrNO2
Source: the Open Molecules 2025 dataset
Level of theory: ωB97M-V/def2-TZVPD

Each line ends with the Löwdin spin population.
Positions of all 26 atoms, in Å:
C1 -2.43 -0.82 -1.09  0.024
C2 -2.17 0.60 -1.08  0.003
C3 -1.78 0.98 0.26  0.017
C4 -1.83 -0.18 1.10  0.013
C5 -2.26 -1.30 0.29  0.023
Cr1 -0.34 -0.52 -0.52  2.195
N1 0.05 -2.21 -0.85  0.667
C6 0.88 -0.56 -2.03  0.037
C7 0.80 0.84 -1.54  -0.040
H1 -1.58 2.01 0.58  0.002
H2 -2.30 1.26 -1.94  0.002
H3 -1.64 -0.21 2.16  0.002
H4 -2.41 -2.32 0.62  0.002
H5 -2.74 -1.41 -1.96  0.003
H6 0.29 1.56 -2.21  0.001
H7 1.90 -0.99 -1.89  0.003
H8 1.02 -2.22 -0.39  0.038
H9 1.67 1.21 -0.95  0.003
H10 0.46 -0.81 -3.02  0.004
C8 2.34 1.26 2.46  -0.003
O1 1.50 1.13 1.29  -0.004
C9 1.20 -0.15 0.98  -0.009
O2 1.76 -1.09 1.53  0.015
H11 1.80 0.89 3.32  0.000
H12 2.52 2.33 2.55  0.000
H13 3.28 0.72 2.31  0.000

Properties
Expectation value of S²: 3.82
Net charge: -1
LUMO level (spin up / spin down) (eV): 3.472 / 3.430
F_max (eV Å⁻¹): 4.2
Electronic energy (a.u.): -1600.31378
Multiplicity: 4

---

Formula: C4H13NO
Source: the Open Molecules 2025 dataset
Level of theory: ωB97M-V/def2-TZVPD

Each line ends with the Löwdin charge.
Positions of all 19 atoms, in Å:
C1 0.62 -0.84 -0.46  -0.132
C2 -0.18 0.36 -0.97  -0.247
C3 -1.60 0.39 -0.31  -0.198
C4 -1.43 0.79 1.18  -0.303
N1 -1.04 2.21 1.26  -0.003
H1 1.70 -0.63 -0.50  0.057
H2 0.46 -1.06 0.60  0.058
H3 0.31 -1.79 -0.90  0.082
H4 -0.32 0.18 -2.04  0.100
H5 0.37 1.25 -0.67  0.089
H6 -2.03 -0.61 -0.43  0.103
H7 -2.25 1.19 -0.67  0.099
H8 -2.38 0.52 1.66  0.104
H9 -0.71 0.22 1.77  0.091
H10 -1.82 2.75 1.59  0.063
H11 -0.21 2.31 1.82  0.061
H12 3.75 -2.28 -1.68  0.034
H13 3.11 -2.17 -0.38  0.002
O1 3.66 -2.79 -0.87  -0.060

Properties
Structure (SMILES): CCCCN.O
LUMO level (eV): 0.897
F_max (eV Å⁻¹): 2.2
Electronic energy (a.u.): -290.16782
Multiplicity: 1

---

Formula: C29H37N3OP2Pt
Source: the Open Molecules 2025 dataset
Level of theory: ωB97M-V/def2-TZVPD

Each line ends with the Löwdin charge.
Positions of all 73 atoms, in Å:
Pt1 0.54 0.44 -0.84  0.812
N1 2.71 0.57 1.24  -0.075
P1 1.06 0.11 1.28  0.871
C1 1.11 -1.68 1.63  -0.318
C2 1.50 -2.56 0.62  -0.121
C3 1.66 -3.91 0.89  -0.055
C4 1.44 -4.39 2.17  -0.042
C5 1.06 -3.52 3.18  -0.044
C6 0.90 -2.17 2.92  -0.070
C7 0.41 0.86 2.76  -0.383
C8 1.10 1.85 3.45  -0.083
C9 0.59 2.34 4.64  -0.045
C10 -0.60 1.84 5.15  -0.032
C11 -1.29 0.85 4.46  -0.050
C12 -0.79 0.36 3.27  -0.136
C13 3.40 0.26 0.09  -0.368
C14 4.80 0.22 0.07  0.021
C15 5.44 -0.10 -1.11  -0.013
C16 4.68 -0.37 -2.25  -0.027
C17 3.31 -0.30 -2.15  -0.106
N2 2.67 0.01 -1.01  -0.060
H1 3.25 0.50 2.10  0.129
H2 1.66 -2.20 -0.39  0.074
H3 1.97 -4.58 0.10  0.117
H4 1.57 -5.45 2.38  0.120
H5 0.90 -3.89 4.18  0.119
H6 0.63 -1.51 3.73  0.100
H7 2.02 2.27 3.06  0.108
H8 1.12 3.12 5.18  0.120
H9 -1.00 2.22 6.08  0.122
H10 -2.22 0.46 4.85  0.123
H11 -1.33 -0.41 2.73  0.112
H12 5.35 0.43 0.97  0.128
H13 6.51 -0.14 -1.15  0.129
H14 5.14 -0.62 -3.19  0.122
H15 2.69 -0.51 -3.00  0.095
O1 0.35 0.38 -3.13  -0.224
C18 0.08 -0.79 -3.92  -0.131
C19 -0.71 -1.79 -3.11  -0.267
C20 -1.37 -2.81 -3.77  0.003
C21 -2.05 -3.76 -3.01  -0.020
C22 -2.04 -3.64 -1.63  -0.021
C23 -1.36 -2.58 -1.06  -0.138
N3 -0.71 -1.66 -1.78  0.050
H16 0.84 1.02 -3.66  0.120
H17 1.02 -1.25 -4.23  0.130
H18 -0.48 -0.50 -4.81  0.143
H19 -1.36 -2.87 -4.85  0.130
H20 -2.57 -4.57 -3.50  0.125
H21 -2.55 -4.35 -1.00  0.119
H22 -1.33 -2.45 0.01  0.103
C24 -2.23 3.86 -2.69  -0.119
C25 -1.14 2.82 -2.39  -0.391
P2 -1.36 1.82 -0.86  0.840
C26 -2.87 0.83 -1.15  -0.371
C27 -3.34 0.06 0.08  -0.125
C28 -1.84 3.17 0.28  -0.352
C29 -1.86 3.05 1.80  -0.115
H23 -1.98 4.36 -3.63  0.087
H24 -2.31 4.63 -1.93  0.068
H25 -3.21 3.40 -2.82  0.077
H26 -0.17 3.31 -2.30  0.088
H27 -1.09 2.12 -3.22  0.060
H28 -2.63 0.13 -1.95  0.069
H29 -3.66 1.49 -1.52  0.092
H30 -2.56 -0.61 0.44  0.036
H31 -4.22 -0.53 -0.15  0.089
H32 -3.61 0.74 0.89  0.064
H33 -2.84 3.43 -0.08  0.093
H34 -1.19 4.01 0.00  0.093
H35 -2.48 2.22 2.14  0.055
H36 -2.28 3.96 2.21  0.094
H37 -0.86 2.93 2.21  0.050

Properties
Net charge: +2
LUMO level (eV): -5.932
F_max (eV Å⁻¹): 0.5
Electronic energy (a.u.): -2168.39104
Multiplicity: 1

---

> Which formula does entry 3 have?

C37H69Br15O16S8

---

> Number 4 is which compound?

H3N3O2S

---

Repeat the first record exactly.
Formula: C25H16CrN2O7
Source: the Open Molecules 2025 dataset
Level of theory: ωB97M-V/def2-TZVPD

Each line ends with the Löwdin spin population.
Positions of all 51 atoms, in Å:
O1 2.60 -5.85 -0.83  0.187
N1 3.51 -5.32 -1.52  0.182
O2 4.15 -5.92 -2.40  0.176
C1 3.82 -3.94 -1.30  0.095
C2 4.79 -3.33 -2.11  0.215
C3 5.00 -1.96 -1.99  0.015
C4 4.26 -1.19 -1.09  0.232
C5 3.22 -1.79 -0.29  0.085
C6 2.35 -0.97 0.52  0.304
N2 1.69 -1.52 1.62  0.087
O3 1.31 -0.76 2.57  0.167
O4 1.44 -2.76 1.66  0.056
C7 3.08 -3.19 -0.37  0.155
H1 5.32 -3.95 -2.83  0.015
H2 5.76 -1.49 -2.63  -0.005
H3 4.45 -0.12 -0.99  0.013
H4 2.61 0.09 0.62  0.007
H5 2.35 -3.64 0.30  0.012
O5 -5.00 4.85 0.35  -0.003
C8 -4.52 4.05 1.04  -0.003
Cr1 -3.92 2.53 2.00  0.073
C9 -3.92 1.70 0.31  0.001
O6 -4.01 1.27 -0.76  -0.003
C10 -5.76 2.06 2.06  -0.002
O7 -6.89 1.84 1.92  -0.002
C11 -3.54 3.32 4.00  0.006
C12 -2.58 3.82 3.10  -0.004
C13 -1.86 2.94 2.28  0.018
C14 -2.02 1.54 2.40  0.023
C15 -1.34 0.64 1.45  0.202
C16 -0.69 -0.02 0.64  0.030
C17 -0.08 -0.84 -0.29  0.363
C18 0.21 -0.33 -1.59  0.018
C19 0.61 -1.19 -2.65  0.086
C20 0.99 -0.66 -3.88  -0.010
C21 0.96 0.72 -4.10  0.098
C22 0.51 1.57 -3.10  -0.010
C23 0.11 1.06 -1.86  0.086
C24 -3.04 1.07 3.25  0.015
C25 -3.75 1.94 4.07  -0.003
H6 -4.12 4.01 4.61  0.000
H7 -2.42 4.89 3.01  0.000
H8 -1.17 3.32 1.52  0.000
H9 -0.12 -1.93 -0.18  0.012
H10 0.63 -2.26 -2.47  0.004
H11 1.33 -1.33 -4.67  -0.003
H12 1.29 1.13 -5.06  0.006
H13 0.48 2.65 -3.25  -0.003
H14 -0.28 1.71 -1.07  0.005
H15 -3.27 0.00 3.24  0.000
H16 -4.52 1.55 4.75  0.000

Properties
Expectation value of S²: 3.85
Net charge: -1
LUMO level (spin up / spin down) (eV): 1.824 / 0.026
F_max (eV Å⁻¹): 3.1
Electronic energy (a.u.): -2642.65254
Multiplicity: 4

---

> F_max of number 4 (H3N3O2S)?

7.4 eV Å⁻¹